C44H46N7O3Se2TaTe | wB97M-V/def2-TZVPD

Output
- total charge = +2
- E_HOMO (hartree) = -0.4487
- calculated total energy (Ha) = -7440.806916
- energy above the lowest of the compared OMol25 structures with the same formula, charge and spin (eV) = 0.6154

Element x y z (Å)
Ta: 0.014 -0.849 0.778
C: -2.445 1.307 0.694
N: -2.270 -0.145 0.984
C: -2.803 -0.441 2.355
C: -3.117 -0.899 0.053
C: -4.492 -0.733 -0.009
C: -5.245 -1.578 -0.808
C: -4.617 -2.602 -1.506
C: -3.241 -2.752 -1.456
C: -2.476 -1.859 -0.705
N: -1.079 -1.877 -0.590
C: -0.299 -2.445 -1.627
C: -0.659 -2.481 -2.971
C: 0.183 -3.085 -3.891
C: 1.395 -3.632 -3.492
C: 1.785 -3.549 -2.163
C: 0.940 -2.946 -1.250
N: 1.210 -2.842 0.182
C: 2.655 -2.919 0.504
C: 0.582 -4.058 0.799
H: -3.467 1.607 0.927
H: -2.255 1.476 -0.364
H: -1.761 1.893 1.292
H: -3.787 0.014 2.464
H: -2.141 -0.049 3.114
H: -2.898 -1.517 2.466
H: -4.987 0.027 0.579
H: -6.318 -1.462 -0.855
H: -5.204 -3.298 -2.090
H: -2.767 -3.559 -1.996
H: -1.592 -2.041 -3.294
H: -0.114 -3.132 -4.931
H: 2.039 -4.118 -4.212
H: 2.740 -3.952 -1.855
H: 3.017 -3.938 0.357
H: 2.795 -2.642 1.548
H: 3.208 -2.245 -0.143
H: 0.973 -4.934 0.282
H: -0.497 -4.020 0.695
H: 0.862 -4.110 1.846
Se: 2.798 0.412 0.803
Se: 4.810 -0.588 1.538
C: 4.247 -0.730 3.376
C: 5.071 -0.204 4.358
C: 4.682 -0.378 5.678
C: 3.487 -1.027 5.943
C: 2.730 -1.490 4.877
N: 3.108 -1.365 3.605
C: 3.331 0.460 -1.059
C: 4.253 1.419 -1.453
C: 4.633 1.427 -2.787
C: 4.067 0.501 -3.650
C: 3.139 -0.400 -3.147
N: 2.773 -0.424 -1.865
H: 5.976 0.328 4.100
H: 5.296 0.004 6.483
H: 3.139 -1.170 6.956
H: 1.778 -1.978 5.052
H: 4.666 2.119 -0.740
H: 5.364 2.141 -3.143
H: 4.344 0.467 -4.695
H: 2.672 -1.143 -3.784
C: -0.504 4.045 -3.784
N: -0.092 3.413 -2.539
N: -0.237 2.068 -2.319
C: 0.240 1.790 -1.083
O: 0.152 0.580 -0.627
C: 0.710 2.976 -0.522
C: 0.484 3.968 -1.463
C: 0.788 5.422 -1.388
C: -0.864 1.205 -3.279
C: -2.223 0.951 -3.183
C: -2.837 0.197 -4.173
C: -2.097 -0.266 -5.253
C: -0.735 -0.004 -5.336
C: -0.108 0.724 -4.338
H: -0.279 3.390 -4.620
H: 0.061 4.966 -3.895
H: -1.570 4.267 -3.772
H: 1.125 3.095 0.463
H: 1.107 5.675 -0.380
H: -0.084 6.026 -1.636
H: 1.594 5.688 -2.075
H: -2.800 1.353 -2.359
H: -3.897 -0.007 -4.111
H: -2.586 -0.830 -6.036
H: -0.163 -0.363 -6.181
H: 0.949 0.950 -4.386
Te: 0.477 1.154 2.811
C: -1.139 1.937 3.937
C: -1.549 1.331 5.119
C: -2.539 1.925 5.890
C: -3.117 3.122 5.490
C: -2.693 3.737 4.321
C: -1.701 3.150 3.548
H: -1.107 0.394 5.434
H: -2.855 1.450 6.809
H: -3.887 3.581 6.096
H: -3.124 4.682 4.016
H: -1.353 3.653 2.653
O: -0.865 -1.660 4.438
C: -0.451 -2.358 3.564
O: -0.381 -1.995 2.272
H: -0.081 -3.380 3.722

Here are the Mulliken charges for atoms 1 to 99, given in e: -0.225, -0.589, 0.953, -1.193, -0.514, -0.535, -1.142, -1.045, -0.169, 0.608, 0.888, 0.267, -1.049, -1.078, -1.425, 0.205, 0.030, 0.882, -1.169, -1.455, 0.739, -0.395, -0.389, 0.579, 0.032, 0.362, 0.469, 0.489, 0.482, 0.674, 0.892, 0.518, 0.439, 0.484, 0.461, 0.000, 0.404, 0.475, 0.299, 0.440, 0.539, -0.136, 0.318, -0.881, -0.378, -0.922, -0.029, 0.189, -0.029, -1.007, -0.587, -0.933, -0.446, 0.873, 0.422, 0.437, 0.453, 0.354, 0.545, 0.491, 0.528, 0.307, -0.919, -0.456, 2.005, -0.383, 2.074, -0.922, 0.420, -1.897, -1.111, 0.122, -0.855, -0.669, -1.034, 0.305, 0.345, 0.460, 0.273, 0.513, 0.439, 0.407, 0.368, 0.522, 0.505, 0.467, 0.481, 0.840, 0.081, 0.325, -0.105, -0.745, -0.534, -0.787, -0.256, 0.435, 0.438, 0.415, 0.422



C44H47CoN7S4 | wB97M-V/def2-TZVPD

Output
- total charge = +3
- E_HOMO (alpha / beta) (hartree) = -0.5896 / -0.5884
- calculated total energy (Ha) = -5062.423788
- 2S+1 = 5

Element x y z (Å)
Co: 13.284 14.008 10.281
N: 12.872 15.563 11.413
S: 12.819 15.565 12.921
N: 12.861 14.287 13.908
S: 11.574 13.278 13.862
N: 10.759 13.344 12.546
S: 10.977 12.485 11.194
N: 12.333 12.368 10.679
C: 10.116 10.970 11.549
C: 10.758 9.773 11.439
C: 9.984 8.610 11.477
C: 8.618 8.682 11.666
C: 8.009 9.880 11.977
C: 8.769 11.058 11.894
C: 9.813 13.351 10.209
C: 8.842 14.137 10.776
C: 8.070 14.824 9.854
C: 8.274 14.758 8.496
C: 9.150 13.845 7.949
C: 9.885 13.112 8.865
C: 10.449 13.514 15.175
C: 11.018 13.567 16.527
C: 10.100 13.316 17.639
C: 8.706 13.124 17.368
C: 8.270 13.108 16.052
C: 9.113 13.288 14.965
C: 12.213 11.678 14.212
C: 13.573 11.380 13.818
C: 13.942 10.010 14.011
C: 13.091 9.173 14.727
C: 11.787 9.513 15.016
C: 11.251 10.785 14.803
C: 14.276 16.387 13.637
C: 14.405 17.701 13.229
C: 15.461 18.461 13.565
C: 16.335 17.837 14.426
C: 16.080 16.656 15.096
C: 15.039 15.922 14.668
C: 11.461 16.587 13.343
C: 10.536 16.788 12.357
C: 9.329 17.444 12.613
C: 9.179 17.916 13.914
C: 10.001 17.546 14.986
C: 11.153 16.949 14.587
H: 11.823 9.773 11.197
H: 10.395 7.579 11.222
H: 8.004 7.739 11.485
H: 6.946 9.919 12.111
H: 8.300 12.013 11.945
H: 8.674 14.264 11.868
H: 7.236 15.419 10.255
H: 7.736 15.442 7.802
H: 9.220 13.845 6.874
H: 10.467 12.212 8.612
H: 12.057 13.691 16.677
H: 10.492 13.414 18.674
H: 7.988 13.172 18.173
H: 7.213 12.998 15.911
H: 8.668 13.198 13.899
H: 14.151 12.028 13.177
H: 14.833 9.573 13.661
H: 13.422 8.145 14.869
H: 11.219 8.722 15.481
H: 10.153 10.907 14.888
H: 13.682 18.060 12.501
H: 15.611 19.546 13.146
H: 17.242 18.334 14.707
H: 16.679 16.284 15.960
H: 14.838 14.995 15.178
H: 10.724 16.308 11.365
H: 8.587 17.606 11.839
H: 8.312 18.604 14.115
H: 9.929 17.861 16.030
H: 11.795 16.636 15.376
C: 18.395 11.385 10.542
C: 17.848 12.719 11.128
C: 16.436 12.989 10.920
N: 15.319 13.222 10.769
H: 19.371 11.596 10.217
H: 17.760 11.137 9.660
H: 18.338 10.580 11.285
H: 18.352 13.644 10.801
H: 17.989 12.683 12.198
C: 16.777 14.935 6.709
N: 15.379 14.499 7.032
C: 15.179 13.063 6.934
C: 14.470 15.402 7.395
S: 13.020 14.818 8.175
N: 14.484 16.674 7.061
C: 14.922 17.079 5.725
C: 13.818 17.722 7.902
H: 17.517 14.536 7.413
H: 16.831 16.000 6.775
H: 17.058 14.514 5.752
H: 15.339 12.719 5.914
H: 14.145 12.918 7.310
H: 15.830 12.481 7.577
H: 14.960 16.223 5.017
H: 15.880 17.633 5.700
H: 14.284 17.847 5.349
H: 13.733 17.371 8.927
H: 12.856 17.808 7.460
H: 14.425 18.578 7.770

Here are the Mulliken charges for atoms 1 to 99, given in e: 0.482, 0.257, 1.343, -0.011, 1.019, 0.555, 2.228, -1.388, 0.457, -0.059, -0.848, -0.418, -1.138, -0.557, 1.091, -0.179, -0.876, -0.691, -0.848, -0.535, 0.333, -0.977, -0.801, -0.657, -0.806, 0.242, 0.421, -0.369, -0.828, -0.608, -0.779, -0.439, 0.327, -0.585, -0.740, -0.418, -0.761, -0.194, 0.221, -0.253, -0.869, -0.551, -0.904, -0.223, 0.513, 0.382, 0.383, 0.518, 0.387, 0.195, 0.482, 0.415, 0.534, 0.499, 0.592, 0.436, 0.459, 0.524, 0.152, 0.406, 0.511, 0.402, 0.461, 0.335, 0.388, 0.346, 0.449, 0.436, 0.455, 0.393, 0.538, 0.376, 0.527, 0.460, -1.040, -0.360, 0.428, -0.522, 0.333, 0.308, 0.341, 0.344, 0.301, -1.068, 0.112, -0.776, 0.552, -0.537, 0.095, -1.155, -1.008, 0.280, 0.402, 0.375, 0.389, 0.202, 0.178, 0.339, 0.384



C44H48BCaN7O2S3 | wB97M-V/def2-TZVPD

Output
- total charge = -2
- E_HOMO (hartree) = 0.0082
- calculated total energy (Ha) = -4136.237626

Element x y z (Å)
Ca: 1.390 0.507 -1.081
N: 4.733 1.648 1.720
C: 4.381 1.720 3.074
C: 5.349 2.066 4.031
C: 5.020 2.141 5.386
C: 3.721 1.870 5.800
C: 2.753 1.524 4.857
C: 3.079 1.448 3.496
S: 1.819 1.004 2.331
N: 2.587 1.024 0.860
C: 3.851 1.315 0.699
C: 4.415 1.286 -0.757
C: 5.753 1.581 -1.024
C: 6.211 1.543 -2.344
C: 5.334 1.211 -3.366
C: 4.025 0.930 -3.030
N: 3.556 0.960 -1.766
H: 5.693 1.870 1.524
H: 6.371 2.282 3.730
H: 5.779 2.411 6.117
H: 3.458 1.927 6.853
H: 1.738 1.313 5.190
H: 6.465 1.843 -0.255
H: 7.249 1.770 -2.569
H: 5.661 1.173 -4.399
H: 3.292 0.664 -3.787
C: -3.163 3.867 3.821
C: -3.097 2.352 3.521
C: -4.501 1.920 3.046
C: -2.768 1.638 4.850
C: -2.052 1.977 2.458
C: -1.242 2.921 1.827
C: -0.327 2.496 0.880
N: -0.159 1.211 0.518
C: -0.928 0.258 1.109
C: -1.874 0.629 2.076
C: -0.703 -1.160 0.671
C: -1.417 -2.253 1.186
C: -1.172 -3.571 0.744
C: -0.186 -3.735 -0.229
C: 0.486 -2.621 -0.700
N: 0.250 -1.364 -0.277
C: -1.971 -4.748 1.328
C: -3.475 -4.545 1.049
C: -1.742 -4.826 2.853
C: -1.578 -6.121 0.736
H: -3.920 4.087 4.583
H: -3.429 4.444 2.927
H: -2.206 4.245 4.199
H: -5.271 2.209 3.771
H: -4.579 0.835 2.914
H: -4.755 2.387 2.087
H: -3.478 1.918 5.636
H: -1.762 1.901 5.200
H: -2.808 0.547 4.755
H: -1.297 3.981 2.045
H: 0.320 3.204 0.369
H: -2.490 -0.126 2.549
H: -2.177 -2.095 1.941
H: 0.081 -4.703 -0.637
H: 1.259 -2.711 -1.458
H: -3.868 -3.642 1.531
H: -4.065 -5.390 1.424
H: -3.669 -4.454 -0.026
H: -2.098 -3.930 3.372
H: -0.677 -4.941 3.087
H: -2.273 -5.681 3.289
H: -1.746 -6.156 -0.347
H: -2.172 -6.928 1.181
H: -0.524 -6.355 0.925
S: -0.454 1.206 -2.871
C: -0.851 2.817 -2.447
C: -2.101 3.302 -2.838
C: -2.476 4.610 -2.518
C: -3.766 5.076 -2.934
N: -4.810 5.469 -3.264
C: -1.594 5.436 -1.805
C: -0.344 4.947 -1.414
C: 0.026 3.640 -1.735
S: 1.570 3.097 -1.228
C: -1.943 6.783 -1.460
N: -2.241 7.874 -1.189
H: -2.777 2.654 -3.391
H: 0.348 5.578 -0.860
C: 1.238 -2.914 -5.432
C: 0.547 -2.924 -4.039
C: 0.313 -4.398 -3.647
O: 1.425 -2.321 -3.124
B: 0.966 -0.926 -3.153
O: -0.297 -0.725 -3.875
C: -0.759 -2.046 -3.990
C: -1.658 -2.350 -2.756
C: -1.641 -2.183 -5.249
H: 2.207 -3.456 -5.383
H: 1.445 -1.878 -5.773
H: 0.611 -3.421 -6.197
H: 1.271 -4.960 -3.676
H: -0.402 -4.881 -4.346
H: -0.075 -4.485 -2.611
H: -1.089 -2.261 -1.806
H: -2.091 -3.371 -2.815
H: -2.504 -1.630 -2.713
H: -1.096 -1.870 -6.163
H: -2.531 -1.523 -5.168
H: -1.988 -3.231 -5.372
H: 3.067 -0.742 -0.835

Here are the Mulliken charges for atoms 1 to 99, given in e: 1.000, -0.050, -0.199, -0.868, -0.457, -0.731, -0.664, 0.948, -0.320, 0.385, -0.110, 1.724, -0.674, -0.618, -0.798, -0.734, -0.029, 0.010, 0.352, 0.344, 0.354, 0.405, 0.248, 0.358, 0.372, 0.466, -2.142, 1.976, -1.656, -1.600, 0.587, -1.345, -1.146, 0.847, -0.806, -0.655, -0.349, -0.582, 0.695, -0.706, -2.133, 1.021, 1.922, -1.623, -1.692, -2.149, 0.431, 0.419, 0.382, 0.460, 0.293, 0.356, 0.456, 0.286, 0.291, 0.529, 1.083, 0.371, 0.445, 0.783, 0.972, 0.320, 0.440, 0.313, 0.296, 0.366, 0.458, 0.381, 0.441, 0.402, 0.619, 0.037, -1.238, 0.585, -0.096, -0.705, 0.824, -0.796, 0.049, -0.427, -0.007, -0.709, 0.496, 0.399, -1.981, 2.087, -1.042, -1.320, 0.529, -0.866, 1.679, -1.566, -2.055, 0.412, 0.279, 0.363, 0.397, 0.295, -0.222